{
  "formula": "C35H32N10OPmS3",
  "method": "ωB97M-V/def2-TZVPD",
  "species": ["Pm", "S", "S", "S", "O", "N", "N", "N", "N", "N", "N", "N", "N", "N", "N", "C", "C", "C", "C", "C", "C", "C", "C", "C", "C", "C", "C", "C", "C", "C", "C", "C", "C", "C", "C", "C", "C", "C", "C", "C", "C", "C", "C", "C", "C", "C", "C", "C", "C", "C", "H", "H", "H", "H", "H", "H", "H", "H", "H", "H", "H", "H", "H", "H", "H", "H", "H", "H", "H", "H", "H", "H", "H", "H", "H", "H", "H", "H", "H", "H", "H", "H"],
  "coordinates": [[10.178, 11.575, 14.364], [10.568, 14.402, 13.743], [11.536, 11.259, 16.764], [10.640, 11.322, 11.573], [8.865, 9.559, 14.580], [6.547, 12.334, 13.914], [11.954, 9.503, 13.540], [12.993, 12.509, 14.053], [12.298, 13.492, 17.898], [9.973, 13.339, 17.379], [5.607, 9.331, 13.840], [8.785, 8.279, 14.368], [7.606, 12.332, 13.288], [7.259, 5.262, 13.726], [7.840, 11.824, 15.838], [7.422, 12.490, 11.868], [5.518, 11.104, 17.174], [11.236, 7.438, 12.416], [6.638, 12.005, 15.270], [6.728, 10.920, 17.737], [11.804, 14.065, 12.559], [6.483, 11.672, 11.251], [7.881, 11.311, 17.098], [9.862, 8.911, 10.539], [12.922, 13.218, 12.803], [12.536, 14.359, 10.263], [11.272, 8.805, 12.469], [7.415, 6.391, 13.952], [6.508, 8.650, 14.026], [13.390, 15.371, 18.876], [11.251, 12.846, 17.417], [5.474, 11.650, 15.877], [9.865, 14.608, 17.804], [6.409, 11.612, 9.868], [8.179, 13.388, 11.166], [7.194, 12.565, 9.153], [7.650, 7.779, 14.162], [12.162, 14.791, 18.329], [13.734, 11.214, 13.974], [10.932, 15.418, 18.210], [13.131, 10.165, 13.051], [10.605, 9.575, 11.465], [13.637, 13.550, 10.498], [13.840, 12.991, 11.749], [9.764, 7.528, 10.547], [13.649, 13.366, 15.024], [11.681, 14.683, 11.315], [8.037, 13.436, 9.806], [12.226, 8.649, 14.725], [10.497, 6.807, 11.477], [10.344, 5.707, 11.515], [8.930, 13.988, 11.747], [13.741, 14.871, 19.750], [14.735, 13.565, 14.845], [11.301, 8.224, 15.167], [5.871, 11.076, 11.967], [14.797, 11.363, 13.711], [8.842, 11.256, 17.496], [5.751, 10.984, 9.302], [13.962, 9.460, 12.942], [4.633, 10.701, 17.702], [12.891, 7.851, 14.491], [8.531, 14.211, 9.266], [13.715, 10.907, 15.037], [7.107, 12.564, 8.111], [13.482, 12.887, 15.990], [14.196, 15.180, 18.205], [12.677, 9.329, 15.480], [8.876, 15.064, 17.741], [14.689, 12.379, 11.904], [13.264, 16.461, 19.075], [9.330, 9.473, 9.845], [13.046, 14.299, 15.032], [6.754, 10.503, 18.689], [9.045, 7.036, 9.899], [11.641, 6.833, 13.212], [10.773, 15.217, 11.040], [12.351, 14.704, 9.291], [12.913, 10.699, 12.124], [10.781, 16.401, 18.583], [14.333, 13.287, 9.722], [4.565, 11.783, 15.330]],
  "forces_ev_per_a": [[-0.3, 0.2, -0.7], [-0.4, -0.5, 0.8], [-0.1, -0.4, 0.4], [-0.4, 0.2, -0.1], [-0.2, -0.3, -0.4], [-0.5, 0.4, -0.7], [-1.4, -0.5, 0.8], [0.7, -0.7, -1.5], [0.3, 1.6, 0.8], [0.9, 1.2, 0.6], [-0.5, 0.3, 0.0], [3.2, 0.8, 0.9], [0.5, 0.1, -0.3], [0.0, 1.4, 0.4], [0.1, -0.2, 1.1], [-0.6, -0.2, 0.3], [-1.6, -0.1, -1.4], [0.6, 0.0, 1.3], [1.6, -1.0, 0.7], [0.8, 0.3, 0.2], [0.8, 0.2, 0.1], [-0.6, -1.1, 0.9], [-1.1, 1.0, -2.7], [0.1, -1.4, 0.0], [-0.2, 0.0, -1.6], [0.6, -0.4, 1.5], [0.0, 1.1, -0.4], [0.5, -1.7, -0.5], [0.1, -0.3, -0.1], [0.0, 1.7, 0.1], [-0.7, 0.3, -0.2], [-1.0, -0.1, 1.4], [0.1, -0.2, -0.8], [1.1, 2.0, -0.1], [1.4, 0.6, 1.4], [-0.8, -1.4, 1.6], [-2.8, 0.2, -0.5], [-0.9, -2.4, -1.0], [-0.5, 0.6, 1.3], [0.2, -1.3, 0.4], [1.5, 0.9, 0.3], [1.1, 0.3, 2.2], [-0.1, -0.1, 0.2], [-1.4, 1.0, 1.0], [0.0, -0.1, 0.1], [-0.8, 0.6, 0.9], [0.0, -0.8, -1.1], [-0.4, 0.3, -0.4], [-0.7, 1.6, 0.6], [-1.7, -2.0, -1.5], [0.3, 0.8, 0.0], [-0.9, -0.5, -0.8], [-0.2, -0.4, 1.0], [-0.7, -0.2, -0.2], [0.4, 0.4, -0.5], [0.4, 0.2, -1.0], [-0.3, 0.1, 0.0], [1.3, -0.3, 0.8], [-0.3, -0.4, 0.1], [-0.1, -0.4, -0.5], [0.4, 0.6, -0.6], [0.8, -0.7, -0.2], [0.5, 0.2, -0.4], [0.3, -0.2, -0.6], [0.0, 0.2, -1.5], [0.5, 0.2, 0.1], [0.6, 0.2, -0.9], [-0.2, -0.8, -0.4], [0.0, -0.3, 0.1], [0.6, -0.6, 0.1], [0.3, -0.8, -0.1], [-1.0, 0.9, -1.1], [0.7, -0.3, 0.1], [0.4, -0.7, 1.5], [0.3, 0.0, -0.1], [0.3, 0.1, 0.0], [0.2, 0.2, 0.5], [-0.3, 0.6, -1.2], [0.0, -0.6, -0.1], [-0.2, 0.7, 0.0], [0.1, 0.1, -0.4], [-0.4, 0.0, -0.2]],
  "e_above_lowest_kcal_mol": 13.8,
  "largest_force_ev_per_a": 3.46,
  "total_charge": -1,
  "s2": 6.01,
  "lumo_energy_ha": [0.06016, 0.06047],
  "spin_multiplicity": 5
}

{
  "formula": "C35H52GaN4O5P",
  "method": "ωB97M-V/def2-TZVPD",
  "species": ["Ga", "P", "O", "O", "O", "O", "O", "N", "N", "N", "N", "C", "C", "C", "C", "C", "C", "C", "C", "C", "C", "C", "C", "C", "C", "C", "C", "C", "C", "C", "C", "C", "C", "C", "C", "C", "C", "C", "C", "C", "C", "C", "C", "C", "C", "C", "H", "H", "H", "H", "H", "H", "H", "H", "H", "H", "H", "H", "H", "H", "H", "H", "H", "H", "H", "H", "H", "H", "H", "H", "H", "H", "H", "H", "H", "H", "H", "H", "H", "H", "H", "H", "H", "H", "H", "H", "H", "H", "H", "H", "H", "H", "H", "H", "H", "H", "H", "H"],
  "coordinates": [[0.306, 0.646, -0.233], [-0.380, 0.689, 2.079], [2.132, 0.345, -0.734], [0.181, 6.722, -2.953], [-1.801, 2.584, -2.928], [-1.260, 5.208, -3.689], [-0.869, 1.143, -1.523], [0.844, 2.853, -0.643], [3.921, -0.384, -1.868], [1.651, 3.883, -0.375], [4.177, 0.997, -0.040], [-0.262, 5.608, -2.933], [-1.283, -1.398, -2.483], [-3.184, -1.416, -0.854], [1.337, -4.317, 0.244], [0.943, -1.999, -1.865], [-1.754, 2.515, 3.768], [3.383, 0.323, -0.882], [0.457, -1.518, -4.299], [-2.967, 1.517, 1.794], [-1.699, -1.439, -1.158], [1.185, 0.782, 3.115], [0.586, -2.079, -0.526], [1.392, 4.951, -1.146], [-1.793, -3.104, 1.566], [0.941, 0.597, 4.612], [0.346, 4.613, -1.979], [2.079, -0.360, 2.626], [-1.641, 2.084, 2.307], [1.827, 2.140, 2.809], [-1.231, 3.275, 1.440], [-2.304, -3.389, 2.820], [0.057, 3.280, -1.627], [-3.766, -2.769, -1.301], [-2.252, -2.431, 3.825], [-1.673, -1.208, 3.553], [1.688, -0.615, -4.461], [0.037, -1.614, -2.852], [-1.139, -0.925, 2.288], [-3.962, -0.291, -1.545], [0.734, -2.911, -4.875], [2.981, -2.450, 0.289], [-0.953, 2.316, -2.111], [-1.205, -1.875, 1.265], [1.497, -2.800, 0.447], [-0.726, -1.656, -0.143], [3.308, -0.806, -2.548], [-4.006, -0.447, -2.622], [-1.219, 3.005, 0.385], [2.374, 3.814, 0.321], [-2.655, -2.637, 4.807], [1.841, 2.325, 1.728], [-2.854, 1.078, 0.799], [4.913, -0.396, -2.039], [1.645, -1.330, 2.867], [0.314, -4.651, 0.404], [3.154, -1.374, 0.250], [-0.369, -1.075, -4.859], [2.246, -0.318, 1.548], [-2.011, 1.687, 4.428], [5.180, 0.993, -0.118], [-4.987, -0.285, -1.174], [3.771, 1.462, 0.753], [-2.556, 3.251, 3.846], [2.591, -1.159, -4.168], [-3.725, -2.863, -2.386], [1.033, -2.829, -5.920], [1.637, -4.602, -0.765], [1.585, 0.297, -3.866], [-0.262, 3.689, 1.719], [-3.324, -1.322, 0.225], [1.921, 5.888, -1.079], [-0.158, -3.535, -4.823], [1.180, -2.570, 1.465], [-3.225, -3.611, -0.868], [1.938, -2.317, -2.158], [3.049, -0.301, 3.123], [1.535, -3.413, -4.329], [-1.866, -3.848, 0.785], [3.385, -2.899, -0.619], [1.979, -4.843, 0.951], [-3.697, 2.324, 1.713], [-2.019, -1.196, -3.251], [-1.635, -0.460, 4.334], [1.902, 0.662, 5.128], [3.542, -2.859, 1.129], [-1.525, 4.276, -3.561], [-2.754, -4.354, 3.012], [2.852, 2.156, 3.185], [-3.520, 0.687, -1.370], [1.289, 2.958, 3.286], [-3.374, 0.764, 2.468], [1.807, -0.320, -5.502], [-1.973, 4.065, 1.560], [0.284, 1.355, 5.033], [-0.843, 2.992, 4.129], [0.536, -0.391, 4.824], [-4.811, -2.844, -0.998]],
  "forces_ev_per_a": [[0.4, 0.2, 0.7], [0.3, 0.2, -0.7], [-0.4, 0.3, -0.1], [0.0, -0.1, 0.0], [0.2, 0.1, 0.0], [-0.3, 0.0, -0.3], [-0.3, -0.1, -0.3], [0.3, -0.1, -0.4], [0.1, 0.3, -0.2], [0.2, 0.2, 0.0], [0.1, 0.0, 0.0], [0.3, 0.0, 0.2], [-0.1, -0.1, 0.1], [-0.1, 0.1, -0.2], [0.0, 0.1, 0.1], [-0.2, -0.1, -0.2], [-0.1, 0.0, 0.0], [0.1, 0.4, -0.2], [0.2, -0.1, 0.0], [0.0, 0.0, 0.0], [0.0, -0.2, -0.1], [-0.3, 0.0, -0.1], [-0.2, 0.0, 0.0], [-0.2, 0.1, -0.1], [0.0, -0.1, -0.1], [0.0, 0.1, 0.0], [-0.1, -0.2, 0.1], [-0.1, 0.1, 0.0], [0.2, -0.3, 0.1], [0.0, -0.1, 0.0], [-0.2, 0.0, 0.0], [0.0, 0.0, 0.0], [0.2, 0.4, -0.1], [0.0, 0.0, 0.2], [0.0, 0.0, 0.0], [0.0, -0.1, 0.0], [-0.3, 0.0, 0.0], [0.0, -0.2, 0.0], [0.0, 0.2, 0.4], [0.1, 0.0, 0.1], [-0.1, 0.1, -0.1], [-0.1, 0.0, 0.1], [-0.2, 0.0, 0.0], [0.1, -0.1, 0.0], [0.2, 0.0, 0.0], [-0.1, -0.3, -0.2], [0.0, 0.1, 0.1], [0.0, 0.0, 0.0], [-0.1, 0.1, 0.3], [0.0, 0.0, 0.1], [0.0, 0.0, 0.0], [0.0, 0.0, 0.1], [-0.1, 0.0, 0.0], [0.0, 0.0, 0.0], [0.0, 0.1, 0.1], [0.0, 0.0, 0.0], [0.0, -0.8, 0.3], [0.0, 0.0, 0.1], [0.0, 0.0, 0.2], [0.0, 0.0, 0.0], [0.0, -0.1, 0.0], [0.0, 0.0, 0.0], [0.0, -0.1, 0.0], [0.0, 0.0, 0.0], [0.0, 0.0, -0.1], [0.0, 0.0, 0.0], [0.0, 0.0, 0.0], [0.0, 0.0, 0.0], [0.1, 0.0, 0.0], [0.0, 0.0, 0.0], [0.0, 0.0, 0.0], [0.1, 0.0, 0.1], [0.0, 0.0, 0.0], [0.0, -0.1, -0.1], [0.0, 0.0, 0.0], [0.0, 0.0, 0.0], [0.0, 0.1, 0.0], [0.0, 0.0, 0.0], [0.0, 0.0, 0.0], [0.1, 0.0, 0.0], [0.0, 0.0, 0.0], [0.0, 0.1, 0.0], [0.0, 0.0, 0.0], [0.0, 0.0, 0.0], [0.0, 0.0, 0.0], [0.0, 0.0, 0.0], [0.1, -0.1, 0.2], [0.0, 0.0, 0.0], [0.0, 0.0, 0.1], [0.0, 0.1, 0.0], [0.0, 0.0, 0.0], [0.0, 0.0, 0.0], [0.1, -0.1, 0.0], [0.0, 0.0, 0.1], [0.0, 0.0, 0.0], [0.0, 0.0, 0.0], [0.0, 0.0, 0.0], [0.0, 0.0, 0.0]],
  "largest_force_ev_per_a": 0.85,
  "total_charge": 2,
  "lumo_energy_ha": -0.19767,
  "spin_multiplicity": 1
}

What is the formula in the first record?
C35H32N10OPmS3